C34H91N13O14 | wB97M-V/def2-TZVPD

Output
Frontier orbital gap (alpha / beta)   1.497 / 8.150 eV
E   -84760.1860 eV
Net charge   -1
HOMO level (alpha / beta)   0.280 / -6.398 eV
2S+1   2

```
152
Properties=species:S:1:pos:R:3:lowdin_charge:R:1
C -0.256 -0.316 5.595 -0.8182
O 0.205 0.791 5.691 0.0070
N 0.046 -1.339 6.418 0.1286
N -1.120 -0.649 4.668 0.1623
H 0.820 -1.150 7.039 0.0837
H -0.569 -2.140 6.427 0.0047
H -1.360 0.143 4.088 0.0654
H -1.502 -1.577 4.557 0.0300
C 4.252 2.998 4.942 -0.7561
O 5.439 3.058 5.221 0.0175
N 3.456 1.955 5.210 0.1687
N 3.531 3.882 4.272 0.1565
H 2.448 1.899 5.164 0.0792
H 3.881 1.091 5.514 0.1082
H 2.689 3.562 3.815 0.0903
H 3.912 4.733 3.885 0.1089
C 6.049 2.578 0.696 -0.8251
O 6.297 1.871 -0.222 0.0661
N 5.553 2.160 1.809 0.1793
N 6.459 3.819 0.833 0.1446
H 5.127 2.677 2.566 0.0793
H 5.528 1.175 2.028 0.0773
H 6.333 4.463 1.600 0.1031
H 7.093 4.081 0.092 0.1039
C 4.113 -1.520 2.103 -0.7935
O 4.759 -0.643 1.617 0.0397
N 4.113 -1.979 3.285 0.2061
N 3.036 -1.946 1.435 0.1602
H 3.450 -2.725 3.438 0.0789
H 4.874 -1.768 3.915 0.1264
H 2.636 -2.795 1.811 0.0305
H 2.850 -1.655 0.486 0.1166
C 1.703 1.066 1.776 -0.0891
O 1.059 2.128 2.417 -0.2128
C -0.358 2.133 2.469 -0.2064
C -1.060 2.535 1.163 -0.1631
N -1.457 1.309 0.445 -0.0654
C -1.891 1.449 -0.919 -0.2053
C -0.715 1.530 -1.916 -0.1442
O -0.263 0.136 -1.885 -0.2276
C 0.547 -0.089 -3.001 -0.1194
H 1.027 0.578 1.073 0.0692
H 1.828 0.263 2.503 0.0775
H 2.654 1.459 1.417 0.0925
H -0.401 2.905 3.236 0.1128
H -0.771 1.316 3.060 0.0830
H -0.362 3.162 0.609 0.1126
H -1.987 3.086 1.322 0.1093
H -0.894 0.535 0.770 0.0756
H -2.746 2.110 -1.063 0.1204
H -2.327 0.462 -1.070 0.0781
H 0.084 2.209 -1.616 0.1235
H -1.119 1.661 -2.919 0.1096
H 0.691 -1.169 -2.991 0.0811
H 1.563 0.298 -2.930 0.0933
H 0.068 0.307 -3.897 0.0612
C -6.087 -1.551 -5.995 -0.1097
O -4.930 -1.539 -5.168 -0.2070
C -4.651 -2.655 -4.291 -0.2103
C -4.203 -2.077 -3.092 -0.2622
N -5.258 -1.446 -2.353 -0.0612
C -4.916 -0.652 -1.194 -0.1643
C -4.376 -1.594 -0.029 -0.1561
O -5.397 -2.468 0.560 -0.2177
C -6.104 -3.469 -0.169 -0.1233
H -6.461 -2.495 -6.391 0.0845
H -5.864 -0.895 -6.836 0.0827
H -6.877 -1.044 -5.441 0.0781
H -3.960 -3.353 -4.764 0.1294
H -5.651 -3.076 -4.193 0.1265
H -3.479 -1.292 -3.310 0.1275
H -3.603 -2.668 -2.401 0.1141
H -5.817 -0.985 -3.056 0.1087
H -5.847 -0.254 -0.790 0.1156
H -4.269 0.211 -1.353 0.0839
H -3.824 -1.059 0.743 0.1006
H -3.557 -2.160 -0.472 0.0679
H -6.661 -3.003 -0.982 0.0579
H -6.843 -3.913 0.497 0.0847
H -5.434 -4.124 -0.726 0.0799
C 2.377 3.727 10.052 -0.1403
O 1.529 2.708 9.590 -0.2117
C 1.213 2.697 8.114 -0.1681
C 0.367 3.802 7.595 -0.2547
N -0.944 3.764 8.185 -0.0288
C -1.755 4.790 7.550 -0.2037
C -2.273 4.417 6.200 -0.2849
O -3.265 3.458 6.258 -0.1891
C -3.543 2.959 4.929 -0.0732
H 2.138 4.665 9.550 0.0649
H 3.429 3.613 9.790 0.0778
H 2.136 3.717 11.115 0.0899
H 0.738 1.724 7.987 0.0992
H 2.179 2.562 7.626 0.1051
H 0.454 3.795 6.509 0.1127
H 0.893 4.682 7.965 0.1036
H -1.317 2.827 8.134 0.1181
H -1.139 5.687 7.596 0.1205
H -2.616 4.997 8.185 0.1159
H -1.459 4.097 5.549 0.1042
H -2.744 5.267 5.706 0.1185
H -3.691 3.834 4.297 0.0815
H -4.332 2.217 4.805 0.0820
H -2.618 2.419 4.727 0.0682
C 4.516 -1.191 -12.192 -0.1169
O 3.382 -1.781 -11.664 -0.2040
C 2.153 -1.500 -12.367 -0.1971
C 1.513 -0.063 -12.254 -0.2009
N 1.413 0.359 -10.868 -0.0775
C 0.326 -0.213 -10.140 -0.1983
C -0.110 0.861 -9.056 -0.2008
O -0.827 0.159 -8.062 -0.2278
C -0.545 0.393 -6.667 -0.0951
H 4.762 -1.867 -13.011 0.0900
H 5.237 -1.198 -11.374 0.0970
H 4.281 -0.196 -12.568 0.0843
H 1.389 -2.187 -12.004 0.1140
H 2.138 -1.695 -13.439 0.1112
H 0.510 -0.230 -12.647 0.1090
H 2.090 0.635 -12.862 0.0999
H 2.204 -0.137 -10.483 0.0943
H 0.658 -1.064 -9.546 0.1213
H -0.538 -0.407 -10.776 0.1194
H -0.705 1.599 -9.595 0.1104
H 0.696 1.367 -8.524 0.1108
H -0.981 -0.400 -6.060 0.0805
H -0.782 1.403 -6.332 0.0861
H 0.520 0.171 -6.607 0.0811
C 2.677 -5.091 1.904 -0.0844
O 2.424 -4.026 2.870 -0.2978
C 1.130 -3.979 3.466 -0.2311
C -0.005 -3.820 2.534 -0.2747
N -0.312 -2.464 2.109 -0.0427
C -1.369 -2.384 1.119 -0.2007
C -0.983 -2.614 -0.341 -0.2541
O -0.843 -3.947 -0.679 -0.1868
C -0.328 -4.342 -1.986 -0.0756
H 3.660 -4.939 1.459 0.0921
H 1.977 -5.378 1.120 0.0765
H 2.688 -6.099 2.317 0.0784
H 1.092 -3.270 4.293 0.1131
H 0.974 -4.998 3.822 0.0927
H -0.950 -4.195 2.926 0.0756
H 0.076 -4.438 1.640 0.0983
H 0.533 -2.004 1.801 0.0771
H -1.887 -1.425 1.114 0.0754
H -2.173 -3.023 1.485 0.1216
H -0.022 -2.161 -0.587 0.1072
H -1.548 -1.937 -0.982 0.0891
H 0.617 -3.920 -2.329 0.0758
H -0.952 -3.922 -2.774 0.0644
H -0.473 -5.420 -2.063 0.0856
```